Here is 3 unconnected molecules or ions with the total composition C3H14N2O2 at a distorted geometry from the Open Molecules 2025 dataset. Energies are from ωB97M-V/def2-TZVPD.

Element x y z (Å)
C 2.126 0.453 1.820
C 0.733 -0.030 1.306
N 0.681 -0.184 -0.196
C -0.452 0.780 1.868
N -1.820 0.209 1.505
H 1.918 1.385 2.344
H 2.705 -0.162 2.521
H 2.686 0.731 0.892
H 0.723 -1.130 1.722
H 0.419 0.797 -0.611
H 0.043 -0.907 -0.460
H -0.347 1.876 1.394
H -0.406 0.904 3.035
H -2.088 0.798 0.655
H -2.326 0.403 2.292
O 4.682 1.006 -4.447
H 4.752 1.054 -5.418
H 4.034 1.618 -4.025
O -5.726 -3.138 -1.911
H -6.109 -4.046 -1.919
H -6.226 -2.418 -2.367

Gap between HOMO and LUMO (eV): 10.1
Energy above the lowest of the compared OMol25 structures with the same formula, charge and spin (kcal per mole): 50.8
LUMO (eV): 0.915